<P>
Molecular formula: C7H5N
Method: DFT, ωB97M-V/def2-TZVPD

Results
HOMO-LUMO gap ... 0.3039 Ha
Total charge ... 0
E_HOMO ... -9.0881 eV

```
13
C7H5N ωB97M-V/def2-TZVPD
C -1.55840 0.39196 -0.12910
C 0.89359 1.73542 -0.03021
N 3.16948 -0.70828 -0.18280
H -0.13921 -2.59061 0.51806
H -2.25056 1.20037 0.13101
C 1.92599 -0.79194 -0.09971
C -1.75781 -0.88194 -0.21053
C -0.05050 0.75501 -0.00349
H 1.95080 1.70760 0.16049
C -0.42812 -1.52440 0.04211
H 0.44723 2.60183 -0.01527
C 0.59916 -0.63939 0.11903
H -2.80165 -1.25561 -0.29959
```

<Q>
Molecular formula: C7H5N
Method: DFT, ωB97M-V/def2-TZVPD

Results
HOMO-LUMO gap ... 0.2775 Ha
Total charge ... 0
E_HOMO ... -8.9708 eV

```
13
C7H5N ωB97M-V/def2-TZVPD
C 0.04422 2.08662 -0.10026
N -3.01067 -0.26311 -0.08817
C -0.41423 -0.49029 0.20077
H 0.77563 2.80105 0.36703
C 0.43097 0.71577 0.26526
H -1.11065 2.46057 -0.29824
C 0.60671 -1.49946 0.07079
C 1.78880 0.46934 -0.03712
H 2.40321 1.39384 -0.31046
H 0.37168 -2.61289 -0.04088
C -1.88555 -0.46927 -0.06307
C 2.02852 -0.92894 -0.15722
H 3.03825 -1.50343 -0.17525
```

The least stable of them is <Q>.

<P>
Molecular formula: C2H14O4S
Method: DFT, ωB97M-V/def2-TZVPD

Results
HOMO-LUMO gap ... 0.3603 Ha
Total charge ... 0
E_HOMO ... -9.3920 eV

```
21
C2H14O4S ωB97M-V/def2-TZVPD
S 2.70519 -0.46880 -0.12366
H -2.35060 1.64864 1.58623
O -1.77707 -0.73834 -0.70200
H 0.67798 -0.59900 -3.05864
C 1.37686 0.57963 0.66639
H 1.19707 1.47694 -1.31810
H 0.91995 -1.13949 -1.62887
H -0.26341 1.49038 -0.32912
H -1.88755 -2.15594 1.17945
O 0.40578 -1.27840 -2.42910
H -1.45622 -1.56154 -0.33202
H -1.76630 -0.92319 -1.66241
H -0.77651 -1.60731 2.09683
H 0.74013 -0.18368 1.10947
H 0.92660 2.62053 0.08221
H -1.75852 0.59287 0.65849
O -1.50441 -2.23863 2.04305
O -1.54032 1.18057 1.40050
H 3.53134 0.55814 -0.42909
H 1.79095 1.12900 1.51249
C 0.80907 1.61761 -0.32211
```

<Q>
Molecular formula: C2H14O4S
Method: DFT, ωB97M-V/def2-TZVPD

Results
HOMO-LUMO gap ... 0.3172 Ha
Total charge ... 0
E_HOMO ... -8.2285 eV

```
21
C2H14O4S ωB97M-V/def2-TZVPD
C -0.20592 2.30163 -0.55862
H -0.46849 -2.11566 0.50388
O -2.06394 -3.88775 1.70271
H -2.53441 -3.09786 1.97575
O 0.08799 -2.07129 -0.34301
O -1.00516 -0.99919 2.13896
H 0.12892 -0.24774 -1.92051
H -0.97851 1.02756 -2.72318
H -1.11697 -0.39664 2.95211
H 0.24160 2.93811 0.25171
H 1.82765 1.12670 1.15292
H 0.14163 -2.97313 -0.60783
H -0.64735 1.28116 -0.19544
H -0.89769 2.91589 -1.13376
C 0.04880 0.54575 -2.56862
S 1.02752 1.79531 -1.80465
H -1.61765 -4.25017 2.46013
H 0.39902 0.17560 -3.50614
O 1.49762 1.57658 2.02245
H 2.22023 1.31884 2.55664
H -0.32768 -0.45888 1.70269
```

The least stable of them is <Q>.

<P>
Molecular formula: C4H8O2S2
Method: DFT, ωB97M-V/def2-TZVPD

Results
HOMO-LUMO gap ... 0.3506 Ha
Total charge ... 0
E_HOMO ... -8.8924 eV

```
16
C4H8O2S2 ωB97M-V/def2-TZVPD
H 3.73258 -0.90001 -1.66311
C -0.78492 1.12367 -0.35677
H -0.68364 1.10309 -1.38447
S 2.35520 0.00744 0.19400
S 2.10034 1.63464 -0.77995
C -0.89458 1.22752 0.82878
H -0.50730 0.37211 2.64924
O 2.56124 0.06988 1.62817
H -2.02172 1.18148 2.69450
O 1.07879 -0.91009 -0.17068
H 0.29660 -0.47411 0.35697
C 3.56146 -1.12604 -0.56299
H -0.72577 2.21915 2.69344
C -1.08848 1.23644 2.31584
H 4.63310 -1.01313 -0.09886
H 3.05421 -2.15144 -0.47189
```

<Q>
Molecular formula: C4H8O2S2
Method: DFT, ωB97M-V/def2-TZVPD

Results
HOMO-LUMO gap ... 0.1586 Ha
Total charge ... 0
E_HOMO ... -8.8878 eV

```
16
C4H8O2S2 ωB97M-V/def2-TZVPD
H 1.73645 1.74404 1.05467
S -0.49992 -1.56005 2.02032
H -2.89139 -0.45312 0.59509
C -2.26252 0.44664 0.65093
O -0.61938 0.21064 -1.61907
H -0.52625 -1.72305 -1.03974
S -1.13588 0.38413 2.03553
C -0.08865 -0.94911 -1.69931
C 1.92025 0.70495 0.76821
H -2.93827 1.27766 0.88980
H 1.83480 -0.01577 1.58625
H 1.55553 0.91772 -1.24733
O 0.88104 -1.24504 -2.39077
C 2.08306 0.32459 -0.50081
H -1.62210 0.52912 -0.27683
H 2.57324 -0.59333 -0.82694
```

The least stable of them is <Q>.

<P>
Molecular formula: C4H10O3S
Method: DFT, ωB97M-V/def2-TZVPD

Results
HOMO-LUMO gap ... 0.3560 Ha
Total charge ... 0
E_HOMO ... -9.2915 eV

```
18
C4H10O3S ωB97M-V/def2-TZVPD
O -0.24358 -0.53863 1.61429
H 0.28458 1.50209 0.11867
H 1.79316 -0.79504 -1.15572
H -2.90384 1.23347 1.99280
C 1.03126 -0.13600 1.32600
H -1.11922 -2.27906 -2.92355
C 1.02824 -0.02086 -1.15587
H -0.57497 -1.47879 -0.80796
H -1.38769 1.20722 1.91019
O 1.96886 -0.54568 1.94056
S -0.52934 -1.10864 -3.19029
C -0.32646 -0.61143 -1.43100
C 1.09508 0.79482 0.15463
H -1.14478 0.04638 -1.20940
H 2.06114 1.29837 0.26573
O -2.13225 1.81551 2.06008
H 1.33028 0.59475 -1.98778
H -0.23047 -0.97848 2.47862
```

<Q>
Molecular formula: C4H10O3S
Method: DFT, ωB97M-V/def2-TZVPD

Results
HOMO-LUMO gap ... 0.3406 Ha
Total charge ... 0
E_HOMO ... -8.4388 eV

```
18
C4H10O3S ωB97M-V/def2-TZVPD
H 1.07816 -0.66008 1.83796
O -0.74133 -1.35900 -0.53239
C 1.03480 2.52373 0.06254
H 1.12946 0.01129 -2.33464
C -2.02865 -1.97539 -0.10216
H -1.34993 0.48338 0.03402
H 0.24450 2.40222 0.78102
H -2.11913 -2.85332 -0.66821
H 2.10818 2.41437 0.49996
O 0.91691 1.58342 -1.01034
H -2.84234 -1.24762 -0.25743
H 0.87773 3.60731 -0.44978
H -2.04462 -2.06261 1.08585
O 1.36033 -0.56421 -1.57510
C -0.55351 -0.25615 0.17692
S -0.25855 -0.35022 1.94655
H 1.85494 0.14197 0.31702
C 1.15225 0.34574 -0.52409
```

<R>
Molecular formula: C4H10O3S
Method: DFT, ωB97M-V/def2-TZVPD

Results
HOMO-LUMO gap ... 0.3188 Ha
Total charge ... 0
E_HOMO ... -8.4512 eV

```
18
C4H10O3S ωB97M-V/def2-TZVPD
O 1.72665 3.83881 1.63849
H -0.12844 -0.56687 1.56013
C -0.06836 1.32525 0.41071
H -0.85129 -0.49383 -1.42746
H -0.98581 -2.82804 -2.70623
H 2.37722 4.18274 2.29173
O 0.90825 1.63703 1.35687
H 0.61305 -1.26113 -0.74702
H -1.70083 -0.05489 0.88079
H 0.45084 -3.42657 -1.81904
C -0.65197 -3.42208 -1.83889
H 1.09280 2.61438 1.40916
H -1.00578 -4.45909 -1.96555
H 1.07957 4.57118 1.52370
O -0.52906 2.15442 -0.34398
C -0.61582 -0.12145 0.67159
S -1.25257 -2.63332 -0.33619
C -0.45848 -1.05655 -0.55885
```

The least stable of them is <Q>.

<P>
Molecular formula: H7O3
Method: DFT, ωB97M-V/def2-TZVPD

Results
HOMO-LUMO gap ... 0.4868 Ha
Total charge ... +1
E_HOMO ... -17.0030 eV

```
10
H7O3 ωB97M-V/def2-TZVPD
H -2.17781 0.66752 0.92042
O 0.04623 -0.86729 0.34378
H 1.40235 -0.83860 -2.31275
O 1.57518 -0.33590 -1.49541
O -1.40387 1.01243 1.40454
H -0.34943 0.01178 0.60319
H -1.63513 1.92383 1.65050
H 0.76825 -0.72628 -0.47324
H 1.53029 0.60644 -1.72470
H 0.24395 -1.45393 1.08367
```

<Q>
Molecular formula: H7O3
Method: DFT, ωB97M-V/def2-TZVPD

Results
HOMO-LUMO gap ... 0.4934 Ha
Total charge ... +1
E_HOMO ... -17.0651 eV

```
10
H7O3 ωB97M-V/def2-TZVPD
H 1.89767 -0.94160 1.84538
H -0.17908 -0.36914 0.85348
H 0.57682 -0.79654 2.72885
O -0.82535 -0.23224 0.10718
H -0.64927 0.59744 -2.71093
H -0.43341 0.30925 -0.73738
O 1.00153 -0.65649 1.86225
H -1.48221 -0.82189 -0.25618
H 0.38625 1.66335 -2.19996
O -0.19256 0.94785 -1.95410
```

The least stable of them is <Q>.

<P>
Molecular formula: CH9N3O2
Method: DFT, ωB97M-V/def2-TZVPD

Results
HOMO-LUMO gap ... 0.3513 Ha
Total charge ... 0
E_HOMO ... -8.7185 eV

```
15
CH9N3O2 ωB97M-V/def2-TZVPD
H -2.79721 -0.03985 1.87176
N -2.16910 -0.63465 1.40247
N -0.79436 1.15276 0.82835
H 2.54253 2.09726 -0.87161
H -1.63258 1.66471 0.91743
H -1.97998 -1.51275 1.82058
C -0.93607 -0.19411 0.88750
O 1.99582 -1.15370 -1.95788
H 1.26678 -1.69519 -2.25906
H -0.03405 1.57587 0.34441
H -0.59280 -1.86408 0.12898
N -0.07258 -1.06698 0.48888
H 1.98424 -1.35054 -0.98797
O 1.61984 1.90406 -1.03924
H 1.59953 1.11720 -1.57459
```

<Q>
Molecular formula: CH9N3O2
Method: DFT, ωB97M-V/def2-TZVPD

Results
HOMO-LUMO gap ... 0.3612 Ha
Total charge ... 0
E_HOMO ... -9.1411 eV

```
15
CH9N3O2 ωB97M-V/def2-TZVPD
H -0.06588 -0.34749 1.20507
H -0.75267 1.42942 -0.34392
H -1.47958 -0.10091 -1.54679
N 2.05640 0.61095 -0.21820
O 0.80625 -1.80657 -0.22443
N 1.45475 0.04468 -1.12729
H -2.32212 1.35493 0.43905
N -0.81799 0.31229 1.40259
C -1.43520 0.75812 0.19065
O -1.82233 -0.31946 -0.66888
H 1.59067 1.27780 0.42199
H 1.43812 -1.43906 -1.10231
H 2.93534 0.23697 0.18088
H -1.48879 -0.19605 1.97016
H -0.09695 -1.81560 -0.57856
```

The least stable of them is <Q>.